Record 1
61
Properties=species:S:1:pos:R:3 method="wB97M-V/def2-TZVPD" charge=-2 e_above_lowest_kj_mol=160.7 spin_multiplicity=3 e_lumo_ev="3.16 / 3.17"
C -1.38958 -2.84998 4.37445
H 4.29736 2.30695 -3.20820
C -0.04955 2.61846 0.69071
O -3.26449 -4.15691 4.48010
H -0.36790 -2.15268 6.18561
C -2.53768 2.30540 -2.97577
C 1.04293 2.38170 -0.30370
C -1.37913 -3.05925 2.92660
C -0.43059 -2.10848 5.06988
N 2.92482 1.46456 -0.93627
C 3.80713 3.11786 -2.67987
C 0.41676 -1.25888 4.35158
H 1.40239 -0.27554 6.02567
H 2.98235 0.98845 4.54750
H -0.72160 1.87616 -1.90749
N -0.39741 -2.07542 0.88253
C -1.90014 -3.88239 0.71068
H 4.55136 3.78322 -2.14849
O -0.56435 -2.05405 -2.85853
H -4.37955 2.70020 -3.96967
C 1.48982 3.07079 -1.39089
C -0.54333 -2.14477 2.24316
C 2.71806 2.57006 -1.76667
S 3.15049 -1.85859 -0.20639
Sb 3.09251 -1.66371 -3.58349
S 1.93655 -2.74149 -1.60249
C -2.08145 -4.00015 2.09093
H -0.79051 -2.85414 -0.94547
Ti 1.11654 -0.80252 0.04474
C -2.68206 -0.31097 -3.78233
S 5.12056 -0.98850 -2.68274
H -1.03079 2.39623 0.30498
C 1.35934 -0.34457 4.90140
H -2.80809 -4.69615 2.51591
C -1.60042 0.13033 -2.96575
H 3.72323 0.79596 -1.12255
O -1.48326 4.21846 -1.96691
H -4.53853 0.19611 -4.69000
H -2.74021 -1.38294 -3.93010
N 1.82541 1.18630 -0.20712
S 1.65704 0.27298 -3.86026
N 1.14423 -0.52958 2.14673
C -0.65736 -0.91253 -2.40379
O -0.18092 -0.44923 -1.26097
C -3.69018 0.58288 -4.14900
H 3.36388 3.79143 -3.40755
C -1.11247 -2.95172 0.10565
O -2.43702 -3.17940 6.33555
N -2.44467 3.73903 -2.60405
C 0.32934 -1.26256 2.94564
C 2.21680 0.37057 4.12277
C -3.62108 1.91136 -3.75636
H 0.93033 3.87738 -1.74626
H 0.10117 2.05929 1.65275
C 2.17745 0.11920 2.70316
N -2.40365 -3.43701 5.09530
C -1.50618 1.44787 -2.55844
H 2.93127 0.50869 2.07916
H -2.56585 -4.47590 0.13694
O -3.42483 4.42320 -2.98565
H -0.08430 3.64890 0.89315


Record 2
55
Properties=species:S:1:pos:R:3 method="wB97M-V/def2-TZVPD" charge=+1 e_above_lowest_kj_mol=122.6 e_lumo_ev="-3.80 / -3.87"
H 1.64330 -6.13606 1.59275
H 1.47381 -5.77074 -1.19110
H 3.44993 -3.22498 0.14570
O 1.20622 -6.26308 0.74468
H -5.97511 -2.53094 -0.05007
N 3.66073 0.12599 -1.76852
C -5.21647 -2.99130 0.58308
Pd -0.05575 0.48329 -0.43806
O -4.86205 -4.28285 0.12811
C 2.44409 0.38173 -1.83043
N 0.46553 4.77654 -0.16961
C 1.80483 3.20865 0.60887
C 2.94992 2.65208 1.17560
C -0.10234 3.55905 -0.31739
C -1.35446 3.26804 -1.01915
C 2.39219 -2.99421 0.13632
C -3.99072 -2.12031 0.56491
C -2.34305 4.10851 -1.38213
C 1.98818 -1.68061 0.27595
H -2.97005 0.87335 -2.50471
N -1.52702 1.94979 -1.41396
H -5.61309 -4.87426 0.23186
H 2.70674 -0.88311 0.39152
N 0.70482 -1.34012 0.26440
C 3.96400 3.51021 1.54135
H 2.62659 6.53739 0.65005
C -4.09927 -0.76190 0.83989
H 3.04197 1.58163 1.32078
N 0.63658 2.59450 0.12768
C 4.73354 0.89665 -1.51779
C 1.82914 -5.42816 -0.22421
H -5.05791 -0.30790 1.07632
N -1.74993 -0.49096 0.54869
H 4.87997 3.10499 1.95699
H -0.66670 -4.37944 -0.10180
C 1.44273 -3.97931 -0.04210
C 3.84197 4.90383 1.35771
H 0.09209 5.64959 -0.49434
C 2.71628 5.46663 0.79558
S -3.52350 3.24755 -2.25562
H -2.63033 -3.70022 0.10743
C -2.73528 -2.64309 0.30347
C -1.63867 -1.80699 0.31266
N 5.68328 1.49693 -1.24265
C -2.63846 1.81564 -2.07988
H -2.44499 5.16899 -1.17894
H -5.60913 -3.01215 1.60137
H 4.66090 5.54775 1.65461
C 0.09561 -3.61548 -0.01579
C 1.70635 4.57977 0.43419
C -2.96460 0.01500 0.81450
H 2.91348 -5.52638 -0.22307
H -3.00555 1.07216 1.02392
C -0.23772 -2.29649 0.14479
N 1.25738 0.46482 -1.99442


Record 3
49
Properties=species:S:1:pos:R:3 method="wB97M-V/def2-TZVPD" charge=+1 e_lumo_ev=-3.72
C 2.18411 -4.28655 -0.09886
Be -0.09718 1.03101 -1.32089
C -0.08813 3.56703 -1.31945
C 0.13419 -0.67616 2.06175
H 0.37325 -0.79688 5.91326
C -1.87814 -1.15791 -0.36112
S -1.56108 0.34699 -2.51310
H -0.18568 6.76291 -2.12144
H 3.21923 -5.19111 -1.67668
H -0.30818 6.48084 -0.27194
C 1.49616 -0.84713 4.05458
C -2.55371 -0.62546 -1.46820
Br 2.93122 0.77572 -1.87319
C 1.35820 -0.80955 2.67683
H 2.55355 -0.84814 4.48523
C 1.01312 -2.22344 -0.52029
C -2.58817 -2.04658 0.45922
H -4.42671 -3.00822 0.92582
C 0.36406 -0.80357 4.85975
C 2.23726 -3.30912 -2.25865
H -5.70798 -1.87513 -0.95378
H 3.77106 3.75209 -1.71906
N 0.70563 2.47776 -1.49992
H 2.29099 5.92616 -1.41873
H -4.30345 -0.41116 -2.59703
C 1.87033 4.92970 -1.51540
H -1.81583 -0.54792 4.79830
C 2.61310 -4.31890 -1.40911
C -3.93229 -2.23832 0.27852
H 1.18749 -3.13888 1.42764
C 1.46335 -3.20833 0.38657
C -3.94908 -0.82716 -1.65617
C -4.62733 -1.67750 -0.79784
C 0.50497 4.83073 -1.38113
C -0.36984 6.06673 -1.29576
C 2.68237 3.75554 -1.71445
H -1.92485 -0.37605 2.36903
As -0.01531 -0.65292 0.00869
H -1.18810 3.45278 -1.19678
H 2.24029 -0.71075 2.02672
H -1.38097 5.74124 -1.51562
H 2.42394 -5.06015 0.64664
H 1.11896 -1.45047 -2.48204
C 2.06700 2.52814 -1.73711
C -0.98951 -0.48518 2.89658
H -2.04397 -2.59320 1.25342
C -0.91371 -0.63677 4.28025
C 1.39380 -2.30174 -1.85568
H 2.65156 -3.28499 -3.25938


Record 4
66
Properties=species:S:1:pos:R:3 method="wB97M-V/def2-TZVPD" charge=+1 e_above_lowest_kj_mol=501.0 e_lumo_ev=-3.09
N -1.21134 1.04156 -0.43797
C -2.91849 -2.24322 -3.25899
H -1.93933 -1.06000 4.45773
H 6.07538 -1.08074 2.65352
H -4.49191 -1.69885 -0.28671
C 0.13086 -2.25721 2.25760
N 1.55800 -1.83833 -0.65291
C -4.02831 -2.25316 -4.09548
F 0.43750 -0.01000 -4.43738
C 2.95900 1.23412 -1.64720
O -2.21262 0.50116 0.46750
H -6.47659 -1.77730 -1.78237
C -0.62453 -2.52721 3.38720
C -4.38545 -1.86388 -1.35035
H -6.14543 -2.09040 -4.21482
F -1.53229 0.56122 -3.40253
C 5.07377 -0.95876 2.26325
H -0.03321 3.33113 3.78076
C -1.94879 -1.85299 -1.09093
N -2.32742 1.32882 1.58432
C -2.73903 2.56140 1.21569
C 2.92347 0.08216 2.32538
N -0.92366 -0.42664 2.74172
F 0.21926 -0.36940 -2.19625
W 0.63326 -0.29027 -0.04134
H -1.58746 -2.30127 -4.63516
H 5.27417 -2.44657 0.72022
C -2.59438 2.95108 -0.08482
H -3.06864 3.21439 2.01547
H -2.92993 3.90880 -0.44426
C 4.08654 1.81575 -2.43369
N 2.08005 0.77980 -1.07639
C 4.18339 -0.06634 2.85655
H -0.95051 2.70354 -1.52938
N 0.04377 1.81956 2.33483
C -3.10665 -2.04274 -1.88856
C -1.26394 -1.33101 3.66331
N -1.01984 -1.67179 -0.43975
N 2.50295 -0.60202 1.24070
Cl 3.48862 3.19295 -3.31916
B -0.15951 0.54674 -3.33613
C 1.50413 3.47592 2.15345
C -5.28867 -2.08538 -3.55381
F 0.36751 1.80108 -3.02897
C 0.46075 2.95845 2.89903
C 3.34707 -1.52176 0.71805
N 0.78065 1.55831 1.23390
H 3.20109 -3.09985 -0.85848
C 2.72361 -2.25265 -0.37136
O -1.65186 -2.40567 -3.67806
H 2.05999 4.37959 2.32679
Cl 4.67495 0.56667 -3.50777
Cl 5.29906 2.28313 -1.19746
H -3.89484 -2.38720 -5.16149
C -1.57245 2.22972 -0.77705
C -5.48114 -1.90142 -2.18258
H -0.68533 -3.44908 3.93651
H 2.38112 2.59422 0.32516
H 2.20889 0.72741 2.80630
N -0.04785 -0.98970 1.87293
H -1.68930 1.48156 3.73699
H 0.78057 -2.90507 1.69230
C 4.64098 -1.70951 1.19436
C 1.65900 2.56675 1.11793
B -1.28382 1.06596 2.68749
H 4.45517 0.50449 3.73263


Record 5
52
Properties=species:S:1:pos:R:3 method="wB97M-V/def2-TZVPD" charge=+1 spin_multiplicity=4 e_lumo_ev="-5.57 / -4.60"
C -3.61641 -2.70135 0.34095
N -2.71257 0.46266 1.97641
S -2.82708 -1.67564 3.36835
C 2.60563 0.83782 -2.79352
C -3.65052 2.25147 -3.01230
O -0.30845 0.35284 0.04229
C 5.03395 0.30788 -0.22679
H 6.07494 0.00279 -0.11065
Se -4.05370 2.77410 -1.31035
C 1.31950 1.34402 -2.98001
H -1.36921 3.30764 5.33515
Mn -3.14276 1.35741 0.22863
H 4.91457 -0.57739 -3.56777
H 4.50518 0.04973 0.69189
H 3.81980 -2.15566 -0.31047
C 2.99298 0.13955 -1.64740
C -2.97396 -0.82670 1.90004
H -1.94949 2.95941 2.96341
O -0.90625 1.51164 -1.85836
C -1.98586 2.13636 3.66652
C -3.90327 -3.10073 -0.95763
C 2.05517 -0.07416 -0.62655
H 3.32450 0.99923 -3.58218
H -4.10809 -2.51159 -3.00695
H 5.00921 1.39318 -0.33711
H -3.59978 -0.13926 -2.58832
H -1.43390 1.44493 6.93959
H -3.61612 -3.42595 1.14598
H 5.42158 0.96025 -2.84810
C 4.41555 -0.38386 -1.45033
H 1.04023 1.88488 -3.87258
N -3.42273 1.94613 -4.09812
H 6.29720 -0.52030 -2.48022
C -1.65983 2.32431 4.99262
H -4.12806 -4.13906 -1.15836
C -3.33446 -0.44186 -0.46781
B -1.27985 1.02606 -0.64664
C 5.30432 -0.10861 -2.66274
C 0.79416 0.42313 -0.82202
C -3.32313 -1.36883 0.59063
C 0.43037 1.11472 -1.96289
C -2.34934 0.85446 3.25975
C -2.36874 -0.20346 4.17099
H 3.90111 -2.41254 -2.05556
H 2.30461 -0.60642 0.28027
C -3.89438 -2.18475 -1.99827
C -2.04190 -0.01192 5.51039
H -2.06121 -0.82953 6.21719
C -3.61011 -0.83990 -1.76478
H 5.38567 -2.28943 -1.10665
C -1.69146 1.26232 5.90567
C 4.37240 -1.90002 -1.21530


Record 6
59
Properties=species:S:1:pos:R:3 method="wB97M-V/def2-TZVPD" charge=+2 e_above_lowest_kj_mol=22.6 spin_multiplicity=4 e_lumo_ev="-6.44 / -7.58"
H -5.44569 -0.43239 -1.89009
H -0.36203 0.66532 5.07828
Cl -3.99138 -3.36279 0.73094
C -0.88501 2.86994 -2.11742
H 6.37911 -0.29196 0.30576
Cl -2.75279 1.84577 6.05002
H 1.45812 1.01256 -2.66798
N -3.69687 0.68196 -1.85069
H 5.73555 -1.11288 2.53376
H 3.79003 1.31253 -3.44751
Cl 3.06009 -2.75182 -2.90476
C 4.35194 0.11260 -0.31769
C 4.97966 -0.76951 1.84153
C -4.32480 1.89577 -1.68841
C 0.82040 0.24580 2.74213
C 3.00789 0.06186 0.07375
H 3.35880 -1.14927 3.22755
C 2.66454 -0.36212 1.37260
H -3.44088 3.92241 -1.71523
N 1.26464 -0.24050 1.62761
H -4.06818 -1.20309 -2.69215
C -2.36497 -3.21308 0.15418
H -3.86140 2.55732 3.54399
C 3.62559 -0.78905 2.24199
H -4.15193 -1.14014 -0.90871
C -1.27056 1.20662 1.82566
C 2.28771 0.81311 -2.00524
H -2.31175 -2.90567 -0.88208
C -0.50514 0.75655 2.92426
Cl 3.40709 -3.93255 -0.27128
C 5.33897 -0.31779 0.60282
C -0.96306 0.98430 4.23617
H 1.51905 0.34093 3.57157
C -4.37635 -0.61236 -1.83381
O -0.06519 -3.68544 -1.52533
C 2.34800 -3.85231 -1.68967
H -0.35576 2.45329 -2.97031
C -2.47257 1.86993 2.07165
N -2.17373 2.20610 -1.98301
H -1.06078 3.92679 -2.29523
Se -1.10134 -0.47654 -2.33983
H -5.39006 1.97499 -1.56175
C 3.60781 0.95269 -2.44558
H 5.66302 0.64637 -1.95173
C -2.38233 0.88390 -2.00972
C -2.92220 2.05233 3.36102
H -0.30774 2.74069 -1.20297
Re 0.16749 -0.46176 -0.14648
H -3.04632 2.23234 1.22858
Cl 2.10695 -5.43634 -2.36813
H -1.78030 -4.10052 0.35401
C -3.37049 2.85025 -1.76757
O 1.21095 -2.05454 -0.68720
C 4.63457 0.58545 -1.61812
C -2.17010 1.60027 4.45143
N 1.98323 0.39703 -0.78561
C 1.00621 -3.20649 -1.27557
O -0.87200 1.06175 0.55276
Cl -1.53369 -1.85864 1.11279